This record from the Open Molecules 2025 dataset describes a cluster of 2 separate species, C4H12NO2S in total at a distorted geometry. The level of theory is ωB97M-V/def2-TZVPD.

```
20
Properties=species:S:1:pos:R:3:forces:R:3:lowdin_charge:R:1
C 0.46793 1.47291 0.16283 -1.8 1.7 -0.1 -0.48
O 1.06438 1.55975 1.32662 2.5 0.5 2.6 -0.33
C -0.02836 0.00542 0.07020 0.1 -1.4 -2.1 -0.40
C -0.56589 -0.43100 -1.34922 0.8 -0.8 -2.0 -0.22
C -1.28776 -1.96235 -1.51306 2.1 2.1 2.4 -0.53
S -0.11066 -3.18121 -2.24737 -0.8 0.3 -0.8 0.61
N 1.12927 -0.93056 0.45180 -1.6 0.6 0.7 0.00
H -0.30033 2.31016 0.27379 -0.9 -1.1 -1.2 0.10
H 1.02330 1.88389 -0.76493 0.0 -1.2 0.5 0.10
H -0.77948 -0.24328 0.84758 0.2 0.6 -0.4 0.13
H -1.30134 0.30396 -1.88777 1.4 -1.0 1.3 0.11
H 0.45088 -0.45915 -1.99241 -2.5 0.0 1.0 0.10
H -2.12566 -1.92042 -2.18595 -0.3 0.0 -0.2 0.02
H -1.62382 -2.21463 -0.45546 0.4 -0.1 -1.5 0.08
H 0.43604 -3.82779 -1.23963 0.0 0.1 0.8 -0.19
H 2.04917 -0.62039 0.06709 -1.2 0.2 0.8 0.07
H 1.03395 -0.73577 1.48323 1.5 -0.3 -1.4 0.07
H 0.01244 3.72539 3.10771 0.1 4.5 -1.0 -0.09
H 0.47492 2.39709 2.49425 -0.8 0.0 1.1 0.03
O -0.01899 2.86798 3.35071 0.8 -4.9 -0.5 -0.17
```
Positions in Å, forces in eV/Å.

Output
Kohn-Sham gap: 6.43 eV
Charge: -1
HOMO level: -3.37 eV

This record from the Open Molecules 2025 dataset describes a cluster of 2 separate species, C4H12NO3PS in total at a distorted geometry. The level of theory is ωB97M-V/def2-TZVPD.

```
22
Properties=species:S:1:pos:R:3:forces:R:3:lowdin_charge:R:1
C 0.35879 1.34412 2.27211 0.2 1.6 0.2 -0.03
C 2.02450 -0.04522 0.94026 1.5 -0.7 -1.4 -0.10
C -1.04403 1.60446 -0.39180 0.1 -0.3 -1.8 -0.12
C 0.92664 0.96284 0.92264 -2.1 -1.8 0.8 -0.40
N 0.20453 0.92673 -0.11203 0.2 1.5 -1.8 -0.08
O -0.89574 -3.21447 -1.50959 -0.5 0.5 0.4 -0.21
O -1.93400 -0.97656 -2.12160 1.4 0.3 0.9 -0.22
O -0.95514 -1.46214 0.37105 0.3 -0.2 -3.1 -0.33
P -0.77886 -1.63686 -1.12860 -1.5 -0.9 1.8 0.24
S 1.00668 -1.01675 -1.98321 0.1 0.1 -0.1 0.63
H 0.62926 0.57683 3.02171 -0.8 0.1 -0.5 0.09
H 0.77443 2.26385 2.70864 0.4 -0.1 -0.3 0.08
H -0.70521 1.64180 2.13135 0.6 -1.0 0.6 0.07
H 1.72043 -1.07367 1.21893 -0.4 0.7 -0.1 0.09
H 2.80358 0.20322 1.60378 0.9 0.5 1.3 0.05
H 2.58197 -0.14688 -0.02952 -0.9 0.2 0.7 0.05
H -1.07575 2.34314 -1.25241 1.1 -0.6 0.9 0.11
H -1.76259 0.87647 -0.79379 0.1 0.0 0.8 0.04
H -1.51799 2.10448 0.38892 -0.8 0.8 1.7 0.04
H 0.74449 -1.53864 -3.18347 -0.2 -0.5 -0.1 -0.16
H -1.40142 -3.71529 -0.82156 0.6 0.8 -0.7 0.10
H -1.70456 -0.02146 -2.25183 -0.3 -1.2 0.0 0.05
```
Positions in Å, forces in eV/Å.

Output
Kohn-Sham gap: 9.26 eV
SMILES string: O=P(O)(O)S.CN=C(C)C
Charge: 0
HOMO level: -8.78 eV

This record from the Open Molecules 2025 dataset describes a cluster of 2 separate species, C4H12NO5P2 in total at a distorted geometry. The level of theory is ωB97M-V/def2-TZVPD.

```
24
Properties=species:S:1:pos:R:3:forces:R:3:lowdin_charge:R:1
C 1.33001 -1.84291 -0.67510 0.2 -0.1 0.0 -0.21
C 1.35296 -0.96657 0.53074 -0.5 0.1 -0.1 -0.30
C 2.16501 -1.74336 -1.69570 0.1 -0.1 -0.2 -0.03
C 0.05402 -0.16594 0.57687 0.4 0.9 2.1 -0.39
N -2.05962 0.78771 -2.54791 -0.1 -0.1 -0.1 0.00
O -1.66711 0.55118 2.86304 1.4 -0.4 -0.8 -0.44
O -0.07306 2.26132 1.91894 0.1 -0.3 0.0 -0.17
O 0.84394 0.40787 3.40371 0.4 -0.5 0.1 -0.34
O 0.09459 0.91843 -0.39456 -0.2 0.0 -0.3 -0.20
O -3.35740 1.63085 4.42523 -0.7 0.4 0.4 -0.42
P -2.21225 0.72526 4.32526 0.5 -0.1 -1.0 0.48
P 0.00562 0.67815 2.22419 -1.9 0.1 -0.1 0.56
H -1.12174 1.07254 5.10757 0.3 0.1 0.2 0.01
H 0.51936 -2.55785 -0.70852 -0.1 -0.1 0.0 0.10
H 1.39403 -1.56905 1.44275 0.1 0.0 0.0 0.10
H 2.26207 -0.33398 0.49534 0.0 0.0 0.0 0.11
H 2.08472 -2.36873 -2.57115 -0.1 -0.1 -0.1 0.03
H 2.97222 -1.02521 -1.70330 0.1 0.2 0.1 0.04
H -1.86427 1.77129 -2.70275 0.0 0.0 0.1 -0.01
H -1.31469 0.45640 -1.93865 0.0 0.1 0.0 -0.03
H -2.90499 0.74788 -1.98532 0.1 0.0 -0.1 0.00
H 1.01206 1.19944 -0.52851 0.1 0.0 0.1 0.08
H -0.35738 2.28400 0.99396 0.0 0.3 -0.4 0.04
H -2.49320 -0.58504 4.71422 -0.1 -0.2 0.2 0.00
```
Positions in Å, forces in eV/Å.

Output
Kohn-Sham gap: 7.17 eV
Charge: -1
HOMO level: -3.77 eV

This record from the Open Molecules 2025 dataset describes a cluster of 4 separate species, C4H12NO6 in total at a distorted geometry. The level of theory is ωB97M-V/def2-TZVPD.

```
23
Properties=species:S:1:pos:R:3:forces:R:3:lowdin_charge:R:1
O 1.57826 -0.36599 -0.56916 0.2 -0.5 0.1 -0.08
C 1.95388 0.64603 0.09854 -0.4 1.1 0.5 -0.67
O 2.88860 1.41658 -0.13593 0.0 -0.4 -0.1 -0.02
C 1.13511 0.96570 1.37548 -0.8 0.0 0.8 -0.10
C -0.22313 0.23426 1.63371 1.2 0.3 0.4 -0.11
C -1.37823 1.17913 1.37970 -1.1 -0.9 -1.0 -0.56
N -1.86136 1.25112 0.10141 0.4 0.0 1.0 0.17
O -1.92380 1.77662 2.29475 0.1 0.2 0.2 0.01
H 1.81304 0.80128 2.20737 0.2 -0.5 0.2 0.10
H 0.88960 2.01356 1.54594 0.5 0.4 -0.7 0.11
H -0.34895 0.06026 2.69505 0.3 -0.1 0.3 0.10
H -0.16520 -0.74744 1.16072 -0.6 0.2 -0.5 0.11
H -1.30370 0.86480 -0.65289 -0.3 0.1 -0.4 0.04
H -2.69030 1.81138 -0.02385 0.3 0.0 -0.2 0.10
H 0.34423 -0.13207 -1.22964 1.0 0.7 -1.2 0.00
H -0.15387 0.76615 -2.68238 0.9 0.0 0.6 0.05
O -0.31749 0.10794 -2.00308 -1.8 -0.3 -0.1 -0.15
H 0.78003 -2.86705 -1.08883 0.2 0.5 0.2 0.00
H -0.52706 -3.37725 -0.46992 0.5 0.1 -0.3 0.02
O 0.39774 -3.62353 -0.64506 -0.4 -0.6 0.3 -0.08
H -1.78703 -1.20033 -2.03496 0.4 -0.3 0.1 0.02
H -0.78394 -2.24709 -2.44158 0.3 0.1 -0.2 0.01
O -1.63911 -2.16218 -2.02545 -1.0 -0.1 0.1 -0.09
```
Positions in Å, forces in eV/Å.

Output
Kohn-Sham gap: 8.71 eV
Charge: -1
HOMO level: -5.44 eV

How do the records compare in relative energy (zero: lowest compared OMol25 entry of this formula, charge and spin)? In the order shown, they have 241.54, 0.00, 284.61, 15.25 kJ/mol.